Record 1
# C4H7NO2S2

A single C4H7NO2S2 molecule (ωB97M-V/def2-TZVPD, the OMol25 dataset).

Its SMILES is CN1CS[C@](O)(S)C1=O. The value obtained for the relative energy (zero: lowest compared OMol25 entry of this formula, charge and spin) is 0.4025 eV. The frontier orbital gap is 9.4 eV.

Structure (XYZ):
```
16
C4H7NO2S2, DFT ωB97M-V/def2-TZVPD
C -2.11 -0.77 -0.31
N -0.88 -0.15 0.02
C -0.86 1.27 0.13
S 0.84 1.84 0.26
C 1.49 0.10 0.22
O 2.37 -0.17 1.23
S 2.25 -0.31 -1.40
C 0.25 -0.84 0.19
O 0.31 -2.02 0.37
H -2.66 -0.70 0.67
H -2.71 -0.19 -1.05
H -1.84 -1.88 -0.43
H -1.37 1.90 -0.59
H -1.24 1.47 1.15
H 3.32 -0.40 0.86
H 2.83 0.84 -1.33
```

***

Record 2
# C2H4NP

A single C2H4NP molecule (ωB97M-V/def2-TZVPD, the OMol25 dataset).

Its SMILES is [H]/P=C\N=C. The value obtained for the relative energy (zero: lowest compared OMol25 entry of this formula, charge and spin) is 1.5416 eV. The frontier orbital gap is 8.6 eV.

Structure (XYZ):
```
8
C2H4NP, DFT ωB97M-V/def2-TZVPD
H -1.18 -1.08 0.25
P -2.27 -0.17 0.06
C -1.10 1.03 -0.16
N 0.20 0.86 0.25
C 1.03 -0.07 0.07
H -1.18 2.09 -0.51
H 2.11 -0.14 0.47
H 0.98 -0.99 -0.57
```

***

Record 3
# C33H37BF2O3S

2 unconnected molecules or ions with the total composition C33H37BF2O3S (ωB97M-V/def2-TZVPD, the OMol25 dataset).

The value obtained for the relative energy (zero: lowest compared OMol25 entry of this formula, charge and spin) is 0.7473 eV. The frontier orbital gap is 2.6 eV.

Structure (XYZ):
```
77
C33H37BF2O3S, DFT ωB97M-V/def2-TZVPD
C 4.79 5.86 0.85
C 3.61 4.98 0.75
C 2.45 5.42 0.11
F 2.50 6.65 -0.50
C 1.27 4.71 0.07
C 1.19 3.44 0.74
C -0.06 2.76 0.90
C -1.28 3.48 0.96
C -1.35 4.83 1.41
C -2.56 5.50 1.38
F -2.60 6.80 1.83
C -3.75 4.94 0.92
C -4.99 5.75 0.89
C -3.69 3.60 0.51
C -2.51 2.87 0.55
C 2.41 2.92 1.27
C 3.56 3.69 1.29
H 5.59 5.33 1.38
H 5.18 6.14 -0.14
H 4.57 6.78 1.39
H 0.41 5.13 -0.44
H -0.07 1.70 1.09
H -0.46 5.35 1.77
H -5.81 5.14 0.53
H -5.25 6.14 1.88
H -4.89 6.61 0.21
H -4.61 3.13 0.17
H -2.50 1.83 0.23
H 2.40 1.93 1.73
H 4.47 3.29 1.74
C -4.12 -5.11 -4.99
O -2.68 -4.99 -5.07
C -2.01 -4.52 -3.98
C -0.63 -4.27 -4.15
C 0.10 -3.69 -3.12
C -0.52 -3.40 -1.91
B 0.28 -2.60 -0.76
C 0.26 -3.31 0.85
C -0.64 -3.40 1.89
C -0.37 -4.52 2.76
C 0.63 -5.36 2.30
C 1.13 -6.61 2.92
S 1.27 -4.75 0.81
O 1.70 -2.42 -0.96
C 2.03 -1.32 -0.12
C 2.65 -1.79 1.18
C 3.09 -0.50 -0.84
C 0.60 -0.56 0.08
C 0.29 -0.30 1.54
C 0.47 0.58 -0.95
O -0.42 -1.43 -0.40
C -1.86 -3.70 -1.71
C -2.62 -4.27 -2.73
H -4.41 -5.43 -5.99
H -4.41 -5.87 -4.25
H -4.59 -4.14 -4.74
H -0.17 -4.51 -5.10
H 1.15 -3.45 -3.27
H -1.46 -2.70 2.06
H -0.89 -4.71 3.70
H 0.36 -7.03 3.58
H 1.37 -7.35 2.15
H 2.03 -6.42 3.51
H 3.00 -0.93 1.77
H 1.97 -2.38 1.80
H 3.51 -2.43 0.95
H 3.30 0.41 -0.27
H 4.01 -1.09 -0.90
H 2.78 -0.24 -1.86
H 1.00 0.39 2.00
H -0.74 0.07 1.64
H 0.31 -1.23 2.09
H 1.19 1.39 -0.77
H 0.63 0.17 -1.95
H -0.55 0.98 -0.93
H -2.34 -3.49 -0.75
H -3.68 -4.48 -2.58
```

***

Record 4
# C2H16O6

6 unconnected molecules or ions with the total composition C2H16O6 (ωB97M-V/def2-TZVPD, the OMol25 dataset).

Its spin multiplicity is 2. As for the charge: +1. The value obtained for the relative energy (zero: lowest compared OMol25 entry of this formula, charge and spin) is 1.2530 eV. The frontier orbital gap (alpha / beta) is 10.7 / 3.9 eV. Its expectation value of S² is 0.754.

Structure (XYZ):
```
24
C2H16O6, DFT ωB97M-V/def2-TZVPD
O -9.15 -28.66 -2.59
H -8.57 -28.46 -1.86
H -9.53 -27.82 -2.84
O -5.46 -21.49 -6.60
H -5.82 -22.03 -5.90
H -5.52 -20.59 -6.26
O -5.53 -24.30 -7.02
H -5.81 -24.03 -6.14
H -6.19 -23.92 -7.61
O -3.11 -22.78 -4.69
H -2.72 -22.57 -5.53
H -3.15 -21.95 -4.22
O -6.81 -20.78 -4.24
H -7.40 -20.05 -4.38
H -7.23 -21.31 -3.56
C -7.51 -25.53 -4.61
C -6.31 -24.95 -3.79
O -5.95 -23.64 -4.27
H -7.08 -26.04 -5.47
H -8.21 -24.70 -4.72
H -7.94 -26.35 -4.03
H -5.38 -25.52 -3.77
H -6.67 -24.78 -2.78
H -5.10 -23.42 -3.88
```